(1)
The following is a DFT calculation (ωB97M-V/def2-TZVPD) of 14 unconnected molecules or ions with the total composition C28H77N7O14 at a distorted geometry.

The geometry in XYZ format:
```
126
Properties=species:S:1:pos:R:3:forces:R:3
O -4.0482 1.8968 -2.0621 -1.441 0.559 -1.219
O 2.9793 -2.1068 2.7141 -1.207 -0.794 0.393
H 3.7388 -1.6673 4.5153 -0.090 -0.175 0.737
H -3.8717 1.7862 -1.1250 0.632 0.171 0.266
C 1.4442 2.3148 3.9494 0.436 -0.739 0.472
H 2.8263 4.3327 -1.6574 0.272 -0.018 -0.554
H -3.9976 4.3901 -1.4508 0.112 -0.403 0.135
H -3.0590 1.9637 -3.9476 -1.048 -0.209 0.070
H -2.6986 -4.7183 -2.6884 -0.234 -0.025 -0.240
H -0.8102 2.0218 1.5652 -0.190 0.260 0.002
H 1.8212 -2.7941 -1.4018 0.053 -0.099 -0.373
C -1.5258 2.6080 4.7642 0.959 -0.056 -0.299
H 2.9202 3.7361 0.9293 -0.328 0.294 0.995
H 6.8717 1.9277 3.1360 0.140 -0.168 -0.403
O -4.9182 -2.3038 -4.6065 0.236 -0.855 -2.369
H 1.9718 -1.9107 4.6111 -0.016 -0.146 -0.596
H -1.5307 1.9390 3.9036 0.198 -0.159 0.053
H -3.6492 -1.3948 -3.2511 -0.030 0.058 -0.414
H -0.2777 -1.8505 4.9327 0.232 -0.043 -0.130
H -3.2290 -6.3445 -2.2440 -0.065 0.143 0.094
C 5.9308 0.3099 2.4337 -1.400 -1.708 1.004
O 3.3133 4.0551 -0.8781 0.124 0.492 -0.970
H 0.2087 3.5673 -3.2195 0.025 0.333 0.336
H 7.9016 -0.1140 3.2604 -0.036 0.395 0.038
H 2.0402 1.1098 -0.1382 -0.047 0.309 0.200
O -0.8372 4.9044 4.9265 0.094 -0.197 -0.380
O -3.0829 2.3687 0.4745 0.042 0.414 -0.309
O 4.8755 -0.1707 2.0097 0.419 0.342 -0.561
N -2.3549 4.4236 -0.0789 -1.035 2.012 -1.145
O 2.2985 3.6258 -3.4715 0.220 0.609 -0.068
H -3.5897 5.9433 -0.8411 0.275 0.059 0.248
H 3.1150 5.4620 0.6805 -0.288 0.363 -0.330
C 1.8235 0.2829 0.5382 -1.240 -0.253 -0.749
N -2.9608 -1.1372 3.8817 -0.788 0.386 -0.175
C -2.7246 -3.9373 1.6306 0.146 0.843 -1.250
C -1.6687 -1.1604 3.5449 0.889 -0.641 -0.085
H 5.0152 2.1914 0.8237 -0.347 -0.074 0.378
H -1.7136 -0.8551 -5.3361 0.233 -0.371 -0.397
H 5.9487 3.5139 1.4563 0.827 -0.417 0.091
H -0.2203 -2.7181 3.3574 0.086 0.238 0.096
H 2.2386 2.5270 3.2339 -0.056 -0.296 -0.098
H -5.4261 -1.2579 -3.0706 0.405 0.417 1.075
H -5.8460 -2.5501 -4.5913 0.087 -0.097 -0.236
N -2.4202 -4.5033 0.2837 1.252 0.790 2.576
H -4.9118 -0.5484 3.4137 0.038 -0.111 0.428
H -0.3654 0.2146 -5.0515 0.343 -0.225 0.148
H -1.5845 -5.7648 -1.8971 -0.057 -0.011 0.576
H -4.5757 -2.7759 -2.6560 0.039 -0.040 0.321
O -1.0673 -0.3633 2.8383 -0.709 0.973 -0.246
H -2.4850 0.8272 -2.7220 0.485 -0.030 -0.371
H -1.9366 -1.2609 -1.6047 0.050 0.062 -0.104
C 3.5547 -0.5179 -2.8628 -0.805 0.278 0.448
H 0.6656 -4.1638 0.2060 0.219 0.048 0.049
H 0.8912 1.4203 3.6627 -0.285 0.255 -0.335
H 1.2447 2.5915 -2.0727 -0.127 0.459 0.161
C -0.8635 -2.2718 4.1157 -0.199 -0.885 0.733
H -3.9047 0.7703 4.0476 0.102 -0.087 0.032
O 1.0233 -3.7429 -5.9398 0.667 -1.092 -0.055
H -2.0861 -2.9164 -5.8998 -0.335 -0.434 -0.300
C -0.5465 3.7649 4.5764 -2.151 0.291 0.776
C 5.4134 2.6102 1.7479 -0.350 0.172 0.559
O 0.2636 -0.0729 -1.8379 0.981 0.835 -2.735
H 1.9486 0.5534 1.5867 0.311 -0.056 -0.234
H -0.3205 3.7584 1.2814 -0.142 -0.055 0.540
H 1.6361 -0.7937 -2.7957 -0.496 0.269 0.309
H -2.0438 -4.3500 2.3751 -0.437 -0.537 0.028
H 4.4597 -0.9419 -3.2977 -0.368 -0.280 -0.079
H -1.5385 4.9838 -0.2782 -0.246 -0.006 0.195
H 6.6342 -0.9927 4.0425 -0.406 -0.244 -0.340
C 2.6755 4.5588 0.2573 0.404 -1.792 1.000
C -0.2686 -0.2731 -0.7845 0.298 -0.697 2.638
H -2.5617 2.8616 4.9895 0.408 0.526 0.129
H -0.0797 -0.4657 1.1924 0.180 0.279 0.268
C -3.9058 -0.1292 3.4320 -0.554 0.090 -0.565
C 6.9380 -0.5891 3.0766 1.316 -0.004 -0.084
N 0.6755 3.4991 4.1010 0.184 1.248 -0.679
H 1.1735 4.3768 4.0597 0.303 -0.116 0.008
H -1.0460 2.1161 5.6103 -0.451 -0.627 0.170
C 1.1160 2.9787 -3.0835 -0.426 -1.403 -0.094
H -2.3878 -0.0677 -0.4153 0.010 -0.240 0.652
C -3.2675 -4.8603 -0.6720 -0.395 -0.160 -0.888
H -4.4759 4.8380 0.1793 0.429 -0.304 0.304
H 2.1684 3.9393 -4.3695 0.200 0.083 -0.071
H 4.6759 3.0136 2.4418 -0.687 -0.251 -0.381
H -0.1024 2.5992 0.0717 -0.197 -0.297 -0.338
H 0.9658 2.0639 -3.6569 -0.021 -0.136 -0.250
H 7.1921 -1.3496 2.3382 -0.375 -0.403 0.298
N 0.2211 -1.8862 -5.1275 -1.854 1.818 0.065
H -2.1564 2.5640 -2.6718 0.250 0.226 0.585
H 0.7497 -3.6685 -2.5877 -0.255 0.621 0.176
C -0.7557 -0.7769 -4.8220 0.214 -1.704 0.395
H 1.1720 -1.7304 -4.8248 0.149 0.104 -0.071
H -3.3482 -1.9297 4.3737 0.311 0.194 -0.034
C -2.9207 1.8143 -2.8767 1.078 -0.623 0.508
C -2.1790 3.2059 0.3476 0.567 -2.839 1.942
H 1.5884 4.5293 0.1849 -0.056 0.603 -0.101
H -3.7679 0.1570 2.3893 0.603 0.079 0.049
O 2.3447 -1.1321 -3.3480 1.484 0.153 -0.328
H -1.4787 -3.0552 4.5584 -0.024 -0.116 -0.008
C -3.6637 4.8968 -0.5454 -0.045 0.523 -0.773
H 2.4984 -0.5130 0.2237 -0.005 -0.164 0.403
C -1.6541 -0.8421 -0.6388 0.183 -0.281 -0.906
C -1.3112 -3.6748 -6.0106 -0.065 0.402 0.365
H 1.9043 2.0677 4.9061 0.335 -0.177 0.108
H 3.5703 -0.5944 -1.7756 0.353 -0.398 0.154
H -1.5565 -1.7077 0.0164 -0.576 0.367 0.439
H -2.4689 -2.8778 1.6261 0.135 0.275 -0.219
H -1.4892 -4.2370 -0.0035 0.183 -0.557 -0.351
H -1.4635 -4.5056 -5.3216 -0.239 0.088 0.117
N 0.4035 -0.1099 0.3799 0.049 -0.236 0.196
H -3.7770 -3.8970 1.9114 0.072 -0.855 -0.178
C -2.6385 -5.4879 -1.9189 -0.065 0.454 -0.250
H 3.7860 -1.6965 2.3937 0.282 0.267 -0.383
C -0.7916 2.8641 0.8736 0.411 0.521 -0.600
O -4.4624 -4.6595 -0.5961 -0.776 -0.373 -0.020
C 1.2291 -3.6855 -1.6089 0.037 -0.363 -0.154
C 2.7887 -1.5269 3.9999 1.677 0.584 -0.583
H 2.7560 -0.4482 3.8467 -0.671 0.290 0.373
C -4.6007 -1.9205 -3.3311 -0.666 0.520 1.646
H -1.2065 -4.1263 -6.9972 -0.350 0.308 -0.034
H -0.9950 -0.8936 -3.7650 0.057 0.675 0.053
C 0.0222 -3.1011 -5.6773 1.031 0.320 -0.403
N 6.1802 1.5995 2.4771 0.873 2.341 -0.607
O 0.2380 -3.8324 -0.5871 -0.154 -0.119 -0.036
H 3.5702 0.5608 -3.0188 -0.092 0.168 -0.486
H 1.8494 -4.5774 -1.6968 0.303 0.011 0.418
```
Positions in Å, forces in eV/Å.

- Energy above the lowest of the compared OMol25 structures with the same formula, charge and spin: 0.0 kcal per mole
- Molecular weight: 735.96 g/mol
- Charge: 0
- Kohn-Sham gap: 8.63 eV

Mulliken atomic charge list, values in e, 99 entries: atom 1 (O): -0.63, atom 2 (O): -0.49, atom 3 (H): 0.39, atom 4 (H): 0.35, atom 5 (C): -0.15, atom 6 (H): 0.25, atom 7 (H): 0.27, atom 8 (H): 0.50, atom 9 (H): 0.07, atom 10 (H): -0.71, atom 11 (H): 0.08, atom 12 (C): -0.69, atom 13 (H): -0.25, atom 14 (H): 0.26, atom 15 (O): -0.52, atom 16 (H): 0.17, atom 17 (H): -0.08, atom 18 (H): -0.11, atom 19 (H): 0.31, atom 20 (H): 0.38, atom 21 (C): 0.61, atom 22 (O): -0.48, atom 23 (H): 0.46, atom 24 (H): 0.41, atom 25 (H): 0.03, atom 26 (O): -0.71, atom 27 (O): -0.86, atom 28 (O): -0.60, atom 29 (N): -0.01, atom 30 (O): -0.58, atom 31 (H): 0.39, atom 32 (H): 0.38, atom 33 (C): -0.13, atom 34 (N): -0.09, atom 35 (C): -0.57, atom 36 (C): 0.51, atom 37 (H): 0.28, atom 38 (H): 0.39, atom 39 (H): 0.45, atom 40 (H): 0.23, atom 41 (H): 0.05, atom 42 (H): 0.44, atom 43 (H): 0.30, atom 44 (N): 0.02, atom 45 (H): 0.40, atom 46 (H): 0.19, atom 47 (H): 0.24, atom 48 (H): 0.21, atom 49 (O): -0.65, atom 50 (H): -0.05, atom 51 (H): -0.21, atom 52 (C): -0.39, atom 53 (H): 0.18, atom 54 (H): -0.25, atom 55 (H): -0.26, atom 56 (C): -1.36, atom 57 (H): 0.23, atom 58 (O): -0.70, atom 59 (H): 0.26, atom 60 (C): 0.48, atom 61 (C): -0.88, atom 62 (O): -0.56, atom 63 (H): -0.39, atom 64 (H): 0.65, atom 65 (H): 0.38, atom 66 (H): 0.29, atom 67 (H): 0.34, atom 68 (H): 0.23, atom 69 (H): 0.26, atom 70 (C): 0.13, atom 71 (C): 0.91, atom 72 (H): 0.40, atom 73 (H): -0.57, atom 74 (C): -0.77, atom 75 (C): -1.19, atom 76 (N): -0.07, atom 77 (H): 0.22, atom 78 (H): 0.38, atom 79 (C): -0.04, atom 80 (H): 0.05, atom 81 (C): 0.82, atom 82 (H): 0.26, atom 83 (H): 0.30, atom 84 (H): 0.20, atom 85 (H): -0.48, atom 86 (H): 0.10, atom 87 (H): 0.29, atom 88 (N): -0.01, atom 89 (H): 0.06, atom 90 (H): 0.04, atom 91 (C): -1.02, atom 92 (H): 0.23, atom 93 (H): 0.29, atom 94 (C): -0.16, atom 95 (C): 0.46, atom 96 (H): -0.02, atom 97 (H): 0.14, atom 98 (O): -0.59, atom 99 (H): 0.52

***

(2)
The following is a DFT calculation (ωB97M-V/def2-TZVPD) of a single C6H8 molecule at a distorted geometry.

The geometry in XYZ format:
```
14
Properties=species:S:1:pos:R:3:forces:R:3
C 0.5371 -1.0873 -0.2302 -0.189 -0.109 0.443
C 0.8110 1.1857 -0.7398 0.279 0.109 -0.729
H 1.1737 -1.6066 0.4960 -0.031 -0.014 -0.061
H 1.2151 2.0616 -1.2685 -0.332 -0.227 0.582
C 1.2927 -0.0308 -0.9702 0.540 0.101 -0.058
H -2.3302 -0.3170 1.7604 0.308 0.073 -0.448
C -0.5718 -0.2993 0.4938 -0.365 -0.220 -0.389
H 0.1587 -1.8525 -0.9158 -0.166 0.040 0.140
H -0.2377 1.7959 1.0604 -0.238 -0.243 -0.331
H -1.5258 -1.9212 1.3571 -0.179 -0.094 -0.042
H 2.1702 -0.2622 -1.5968 -0.605 0.191 0.322
C -1.5570 -0.8502 1.1996 0.513 -0.057 0.355
C -0.4085 1.1720 0.1621 1.163 0.171 0.307
H -1.2450 1.5623 -0.3841 -0.697 0.279 -0.092
```
Positions in Å, forces in eV/Å.

- Energy above the lowest of the compared OMol25 structures with the same formula, charge and spin: 7.1 kcal per mole
- Molecular weight: 80.13 g/mol
- Charge: 0
- SMILES: C=C1CC=CC1
- Kohn-Sham gap: 10.05 eV

How is the electron density shared among the atoms? According to Mulliken, the charges in e are: atom 1 (C): -0.59, atom 2 (C): -0.38, atom 3 (H): 0.26, atom 4 (H): 0.36, atom 5 (C): -0.34, atom 6 (H): 0.30, atom 7 (C): 0.46, atom 8 (H): 0.29, atom 9 (H): 0.27, atom 10 (H): 0.28, atom 11 (H): 0.37, atom 12 (C): -0.96, atom 13 (C): -0.59, atom 14 (H): 0.27

***

(3)
The following is a DFT calculation (ωB97M-V/def2-TZVPD) of a single C5H7NO molecule at a distorted geometry.

The geometry in XYZ format:
```
14
Properties=species:S:1:pos:R:3:forces:R:3
N 1.6832 0.3842 0.7355 -0.192 -0.332 0.012
C 0.1728 -1.1793 -0.4629 0.789 0.093 0.482
C -0.5074 0.0670 0.0107 0.189 0.330 0.293
H -1.5992 1.6620 -0.8936 -0.145 -0.295 0.101
H -2.4686 0.8900 0.4319 -0.036 -0.098 -0.087
O 2.5890 -1.6975 0.4184 -0.694 0.302 -1.006
H -0.1844 -1.4585 -1.4878 1.441 0.331 0.377
H 0.0740 1.6424 1.3492 0.090 0.454 -0.422
H 2.3773 1.0792 0.4572 -0.034 -0.546 0.435
C -1.8147 0.6922 -0.4216 -0.180 -0.110 0.048
C 1.7165 -0.9020 0.1763 -0.414 -0.506 -0.540
H -2.3761 0.1050 -1.1513 0.103 -0.127 0.167
C 0.3458 0.8042 0.7248 -0.302 0.386 -0.138
H -0.0081 -2.0889 0.1132 -0.615 0.117 0.276
```
Positions in Å, forces in eV/Å.

- Energy above the lowest of the compared OMol25 structures with the same formula, charge and spin: 33.7 kcal per mole
- Molecular weight: 97.12 g/mol
- Charge: 0
- SMILES: CC1=CNC(=O)C1
- Kohn-Sham gap: 9.21 eV

How is the electron density shared among the atoms? According to Mulliken, the charges in e are: atom 1 (N): -0.14, atom 2 (C): -0.56, atom 3 (C): 0.57, atom 4 (H): 0.30, atom 5 (H): 0.31, atom 6 (O): -0.53, atom 7 (H): 0.36, atom 8 (H): 0.41, atom 9 (H): 0.27, atom 10 (C): -1.27, atom 11 (C): 0.26, atom 12 (H): 0.33, atom 13 (C): -0.54, atom 14 (H): 0.23

***

(4)
The following is a DFT calculation (ωB97M-V/def2-TZVPD) of a single C5H6N2O molecule at a distorted geometry.

The geometry in XYZ format:
```
14
Properties=species:S:1:pos:R:3:forces:R:3
H -0.8621 -1.2792 1.6759 -1.032 -1.110 1.463
H 1.8497 -2.0359 0.7994 -0.837 0.618 0.453
H -1.8829 1.7717 -0.0138 0.180 -0.977 2.145
C -0.8993 1.4782 0.4555 0.449 -0.840 -3.809
H -0.5865 1.7609 1.4765 -0.420 0.702 -0.879
C 0.8866 -1.9260 0.2559 -1.039 -2.425 -0.951
C 0.6897 0.0473 -0.7968 -2.833 -0.511 -0.568
C -0.3754 0.0556 0.2290 1.072 2.046 0.241
C -0.3244 -1.0871 0.8135 1.873 -2.525 0.886
O 1.1854 -1.2334 -0.9635 0.215 2.049 -0.281
N 0.5291 1.0370 -1.5687 1.841 1.325 0.463
H 0.6867 -3.0745 -0.0627 -0.147 2.681 0.743
H -0.7518 2.3566 -1.5221 -1.483 0.964 -0.256
N -0.1446 2.1289 -0.7780 2.163 -1.997 0.349
```
Positions in Å, forces in eV/Å.

- Energy above the lowest of the compared OMol25 structures with the same formula, charge and spin: 90.0 kcal per mole
- Molecular weight: 110.12 g/mol
- Charge: 0
- SMILES: C1=C2CNN=C2OC1
- Kohn-Sham gap: 9.22 eV

How is the electron density shared among the atoms? According to Mulliken, the charges in e are: atom 1 (H): 0.47, atom 2 (H): 0.22, atom 3 (H): 0.25, atom 4 (C): -0.39, atom 5 (H): 0.26, atom 6 (C): -0.31, atom 7 (C): 0.40, atom 8 (C): 0.39, atom 9 (C): -0.54, atom 10 (O): -0.35, atom 11 (N): -0.56, atom 12 (H): 0.21, atom 13 (H): 0.30, atom 14 (N): -0.34

***

- What is the charge in the fourth record?
  0